# C33H90O13V

A molecular structure, C33H90O13V at a distorted geometry (ωB97M-V/def2-TZVPD, the OMol25 dataset).

Calculated values
ΔE to the lowest compared entry with this formula, charge and spin, kJ/mol: 0.00
HOMO level (alpha / beta), hartree: -0.2327 / -0.2995
Multiplicity: 4
Energy, eV: -87986.79555

Structure (XYZ):
```
137
Properties=species:S:1:pos:R:3:lowdin_spin:R:1
V -1.05872 2.54733 -0.95625 2.81
O -0.04348 1.07940 0.17595 0.04
H 0.42025 0.36717 -0.30594 0.00
O -2.02315 3.99806 -2.19837 0.05
H -1.48545 4.64146 -2.69980 0.00
C -0.10912 -5.31497 3.28185 0.00
C 0.32527 -4.22496 4.24860 0.00
C -0.71224 -3.09185 4.37161 0.00
O 0.45551 -4.77779 5.51202 0.00
H -1.04556 -5.77921 3.59114 0.00
H 0.58078 -6.14810 3.41611 0.00
H -0.12683 -5.02354 2.23168 0.00
H 1.30852 -3.91538 3.89437 0.00
H -0.32625 -2.48882 5.19348 0.00
H -1.71744 -3.44089 4.60791 0.00
H -0.77537 -2.52226 3.44442 0.00
H -0.30922 -5.32987 5.69091 0.00
C 2.05710 5.01052 -1.63921 0.00
C 1.42507 3.99223 -2.67321 0.00
C 2.47828 3.47493 -3.63754 0.00
O 0.97243 2.84464 -1.97327 0.02
H 1.51878 5.16408 -0.70394 0.00
H 2.20084 5.96247 -2.15033 0.00
H 2.98289 4.64260 -1.19688 0.00
H 0.55833 4.39317 -3.19867 0.00
H 2.91581 4.28169 -4.22560 0.00
H 2.04737 2.70155 -4.27338 0.00
H 3.25240 2.99937 -3.03531 0.00
H 1.67152 2.60856 -1.35916 0.00
C -0.71255 -4.76689 -2.04473 0.00
C -2.05636 -5.33455 -2.59538 0.00
C -2.13145 -5.55924 -4.10987 0.00
O -2.26518 -6.54362 -1.95795 0.00
H 0.11755 -5.40823 -2.34091 0.00
H -0.74962 -4.68912 -0.95814 0.00
H -0.53597 -3.74856 -2.39104 0.00
H -2.76751 -4.57298 -2.27540 0.00
H -1.33394 -6.17233 -4.52964 0.00
H -2.08762 -4.59542 -4.61704 0.00
H -3.08860 -5.92428 -4.48232 0.00
H -1.53187 -7.13943 -2.12782 0.00
C 4.78820 2.95821 0.38412 0.00
C 3.67646 2.17669 0.97579 0.00
C 3.31896 2.55052 2.35382 0.00
O 2.51959 2.29469 0.14486 0.00
H 4.62953 4.03430 0.45450 0.00
H 5.01265 2.70964 -0.65315 0.00
H 5.68103 2.61487 0.90669 0.00
H 3.99259 1.13456 0.92968 0.00
H 4.25985 2.79455 2.84705 0.00
H 2.76268 1.77770 2.88430 0.00
H 2.67355 3.42790 2.31196 0.00
H 1.81244 1.72393 0.45432 0.00
C -2.44071 4.96890 1.78596 0.00
C -1.15390 5.23755 0.97524 0.00
C -0.19609 6.30441 1.62965 0.00
O -0.53031 3.99030 0.81912 0.02
H -3.25463 5.65135 1.54124 0.00
H -2.37535 4.98390 2.87390 0.00
H -2.76703 4.00802 1.38807 0.00
H -1.42256 5.65366 0.00428 0.00
H -0.45736 7.34681 1.44732 0.00
H 0.78144 6.23274 1.15278 0.00
H -0.14336 6.13410 2.70497 0.00
H -0.17570 3.63385 1.63692 0.00
C -2.18965 -1.08167 -3.32936 0.00
C -0.91274 -0.32205 -2.94482 0.00
C 0.24016 -0.41668 -3.91687 0.00
O -1.27688 1.01035 -2.67537 0.01
H -2.63384 -0.70623 -4.25123 0.00
H -2.92039 -1.08796 -2.52061 0.00
H -2.01930 -2.12558 -3.59266 0.00
H -0.61567 -0.68157 -1.95963 0.00
H 0.06228 0.22545 -4.77950 0.00
H 0.29836 -1.44074 -4.28568 0.00
H 1.20039 -0.15025 -3.47521 0.00
H -1.94594 1.30495 -3.29761 0.00
C 1.64143 -2.03919 -0.60371 0.00
C 1.00519 -2.19135 0.82791 0.00
C 1.85898 -1.48730 1.86015 0.00
O -0.22190 -1.49183 0.93722 0.00
H 2.45556 -2.74018 -0.78778 0.00
H 2.03633 -1.04641 -0.81947 0.00
H 0.85664 -2.22476 -1.33703 0.00
H 0.94810 -3.26491 1.00764 0.00
H 1.66592 -0.42140 1.98134 0.00
H 2.91709 -1.57712 1.61430 0.00
H 1.75184 -1.89592 2.86497 0.00
H -0.17193 -0.55512 0.73309 0.00
C -5.00250 1.39984 -1.63566 0.00
C -4.27376 2.00303 -0.44044 0.00
C -4.95299 1.84878 0.92120 0.00
O -2.98316 1.47035 -0.40188 0.02
H -4.45636 1.64258 -2.54720 0.00
H -6.02719 1.76416 -1.70903 0.00
H -5.02754 0.31073 -1.59936 0.00
H -4.13648 3.07463 -0.58509 0.00
H -5.95893 2.26673 0.88265 0.00
H -4.52743 2.37145 1.77783 0.00
H -4.91862 0.77916 1.12817 0.00
H -3.12010 0.54166 -0.20091 0.00
C 0.12050 1.63340 5.07771 0.00
C -0.46792 1.09075 3.82745 0.00
C -1.98026 1.04982 3.74845 0.00
O 0.02761 1.94109 2.78342 0.00
H -0.31753 2.62231 5.21290 0.00
H 1.20164 1.74631 4.99716 0.00
H -0.15189 0.99551 5.91855 0.00
H -0.00838 0.11680 3.65907 0.00
H -2.44122 2.01923 3.93780 0.00
H -2.35027 0.32742 4.47600 0.00
H -2.29348 0.73804 2.75206 0.00
H 0.00099 1.47054 1.94707 0.00
C -3.30484 -3.31457 1.55623 0.00
C -3.47974 -2.58232 0.20420 0.00
C -4.92152 -2.46367 -0.31274 0.00
O -2.95984 -1.26043 0.22449 0.00
H -3.96466 -2.91103 2.32428 0.00
H -2.26821 -3.14540 1.84755 0.00
H -3.45290 -4.38230 1.39459 0.00
H -2.89840 -3.14525 -0.52604 0.00
H -5.27625 -3.44372 -0.63176 0.00
H -5.08159 -1.87545 -1.21633 0.00
H -5.51446 -2.11780 0.53395 0.00
H -2.04371 -1.44707 0.44234 0.00
C 7.17397 -1.37030 -3.28347 0.00
C 6.24663 -1.67358 -2.13547 0.00
C 5.80695 -0.38324 -1.38667 0.00
O 5.15577 -2.46433 -2.52116 0.00
H 8.14909 -0.99704 -2.97052 0.00
H 6.76576 -0.48284 -3.76707 0.00
H 7.36574 -2.18804 -3.97818 0.00
H 6.77786 -2.31573 -1.43295 0.00
H 5.15841 -0.57156 -0.53108 0.00
H 5.24024 0.19985 -2.11258 0.00
H 6.59033 0.32838 -1.12587 0.00
H 5.46357 -3.34930 -2.73018 0.00
```